{
  "formula": "C4H12S",
  "method": "the ωB97M-V functional and the def2-TZVPD basis",
  "elements": ["C", "C", "C", "H", "H", "H", "H", "H", "H", "H", "H", "C", "S", "H", "H", "H", "H"],
  "coordinates": [[-2.90029, 2.69250, -0.40087], [-1.64013, 1.81266, -0.33868], [-1.03188, 1.40020, -1.73721], [-3.65194, 2.12733, -0.97081], [-2.99774, 2.90652, 0.66330], [-2.69130, 3.56510, -1.09200], [-0.76785, 2.34105, -0.04408], [-1.75784, 0.94268, 0.22605], [0.19255, 1.30113, -1.60487], [-1.22864, 2.25849, -2.37742], [-1.44803, 0.45232, -2.06736], [2.92091, -1.60071, 0.33964], [1.23967, -2.25154, 1.10612], [2.62300, -1.26946, -0.65148], [3.63784, -2.43848, 0.35238], [3.28476, -0.84576, 0.97467], [0.87877, -1.14423, 1.71637]],
  "forces_ev_per_angstrom": [[1.828, -0.422, -1.395], [1.132, 0.626, -3.155], [2.002, 0.056, 1.495], [-0.415, 0.151, 0.999], [-1.307, 0.593, -0.383], [-0.172, -0.514, 1.314], [0.240, 0.927, 1.569], [-0.318, -1.230, 1.214], [-3.204, 0.041, -0.540], [0.132, -0.375, -0.569], [0.096, 0.134, -0.543], [-2.025, -1.818, 0.202], [1.732, -0.268, -0.849], [0.522, 0.060, 0.065], [-0.553, 0.326, -0.227], [0.353, 1.068, 0.570], [-0.044, 0.646, 0.233]],
  "nbo_charge": [-0.623, -0.396, -0.595, 0.209, 0.223, 0.202, 0.192, 0.192, 0.190, 0.199, 0.205, -0.654, -0.115, 0.218, 0.222, 0.213, 0.118],
  "total_charge": 0,
  "de_lowest_kcal_mol": 29.48,
  "gap_ha": 0.3682,
  "molar_mass_g_mol": 92.2
}

{
  "formula": "C4H12S2",
  "method": "the ωB97M-V functional and the def2-TZVPD basis",
  "elements": ["C", "C", "S", "H", "H", "H", "H", "H", "H", "C", "C", "S", "H", "H", "H", "H", "H", "H"],
  "coordinates": [[-2.86512, -1.06129, 0.12239], [-2.26772, 0.18992, 0.62901], [-1.80426, 1.20858, -0.83735], [-3.29138, -1.52909, 1.00350], [-3.60664, -0.81639, -0.60583], [-2.20524, -1.66880, -0.38222], [-1.38045, 0.17143, 1.27698], [-2.97725, 0.85718, 1.13300], [-1.88499, 2.34208, -0.18146], [2.91692, 0.85399, -0.54031], [1.98784, -0.36919, -0.46714], [2.45208, -1.84662, 0.54900], [3.68970, 0.99718, 0.31393], [3.47118, 0.92503, -1.60509], [2.29907, 1.72129, -0.52011], [1.87519, -0.74291, -1.45479], [0.96926, -0.16643, -0.07499], [2.62180, -1.06596, 1.64149]],
  "forces_ev_per_angstrom": [[-1.211, 0.687, 1.629], [0.906, 2.424, -0.478], [0.270, -0.957, -0.360], [-0.322, -0.779, -0.124], [-0.916, 0.155, -0.235], [1.785, -1.575, -0.791], [-0.315, -0.666, -0.158], [-0.183, -0.518, 0.120], [0.034, 1.230, 0.408], [2.240, -0.171, -0.819], [-0.420, -0.211, 1.022], [0.537, 0.925, 0.004], [-1.264, -0.589, -1.456], [-0.969, -0.401, 2.512], [-0.542, 0.820, 0.057], [-0.321, -0.445, -0.850], [0.738, 0.508, -0.456], [-0.045, -0.437, -0.024]],
  "nbo_charge": [-0.640, -0.724, -0.478, 0.197, 0.212, 0.202, 0.198, 0.193, 0.006, -0.681, -0.536, -0.119, 0.207, 0.195, 0.222, 0.209, 0.230, 0.106],
  "total_charge": -1,
  "de_lowest_kcal_mol": 36.67,
  "gap_ha": [0.0731, 0.2988],
  "molar_mass_g_mol": 124.3,
  "spin_multiplicity": 2
}

{
  "formula": "C4H12S2",
  "method": "the ωB97M-V functional and the def2-TZVPD basis",
  "elements": ["C", "C", "C", "H", "H", "H", "H", "H", "H", "H", "H", "C", "S", "S", "H", "H", "H", "H"],
  "coordinates": [[-1.40117, -0.17956, -0.44676], [-1.42935, -0.82220, 0.90695], [-2.47151, -0.29551, 1.87434], [-2.29879, -0.24001, -1.05859], [-0.55608, -0.61578, -0.98551], [-1.14825, 0.88234, -0.36152], [-0.46242, -0.70731, 1.40700], [-1.60834, -1.89973, 0.82795], [-2.19908, -0.57370, 2.90431], [-2.54783, 0.78658, 1.97373], [-3.45182, -0.74790, 1.74048], [3.13911, 0.13142, -0.35494], [2.91570, 1.73554, -1.28238], [1.96777, 0.90919, -3.02318], [2.45767, -0.63255, -0.72048], [2.92476, 0.20655, 0.70841], [4.17838, -0.08316, -0.56607], [1.99124, 2.14579, -3.54373]],
  "forces_ev_per_angstrom": [[0.971, 0.549, -0.425], [-0.439, -0.296, 0.818], [-0.092, -0.148, 1.362], [-0.147, -0.293, 0.180], [-0.212, 0.001, -0.374], [-0.130, 0.001, 0.058], [0.112, -0.008, -0.325], [0.190, 0.022, -0.131], [0.042, -0.236, -0.209], [-0.078, 0.148, -0.623], [-0.184, 0.269, -0.342], [0.024, 0.715, -0.621], [-0.717, -1.046, 0.189], [0.478, 0.622, 0.728], [0.123, 0.027, -0.332], [0.201, 0.501, -0.011], [0.012, -0.669, 0.338], [-0.152, -0.161, -0.281]],
  "nbo_charge": [-0.606, -0.398, -0.609, 0.207, 0.205, 0.204, 0.192, 0.195, 0.203, 0.203, 0.203, -0.720, 0.051, -0.149, 0.227, 0.230, 0.224, 0.139],
  "total_charge": 0,
  "de_lowest_kcal_mol": 14.85,
  "gap_ha": 0.3113,
  "molar_mass_g_mol": 124.3
}

{
  "formula": "C4H12S2",
  "method": "the ωB97M-V functional and the def2-TZVPD basis",
  "elements": ["C", "C", "S", "H", "H", "H", "H", "H", "H", "C", "S", "C", "H", "H", "H", "H", "H", "H"],
  "coordinates": [[3.64936, -0.55511, 1.35312], [2.49954, -0.18120, 0.33971], [1.11155, 0.96781, 1.02473], [3.55722, -1.51831, 1.82580], [4.54442, -0.29215, 0.84473], [3.63000, 0.02086, 2.25815], [2.16041, -1.07969, -0.13833], [2.96774, 0.41601, -0.44473], [1.87393, 1.22289, 2.12915], [-0.85930, -0.54717, -1.56171], [-2.58526, -0.71958, -1.19755], [-2.77639, 0.64644, -0.01520], [-0.30776, -1.06586, -0.77235], [-0.67652, -1.06445, -2.49324], [-0.59798, 0.44504, -1.80971], [-1.97689, 0.71829, 0.76578], [-3.75129, 0.34484, 0.40066], [-2.92307, 1.70299, -0.49626]],
  "forces_ev_per_angstrom": [[-1.969, 0.837, -0.023], [0.714, 1.104, 0.897], [1.640, -1.284, 0.229], [0.261, -0.889, -0.780], [1.103, -0.586, -0.129], [-0.117, 1.078, 0.268], [-0.833, -0.290, -0.013], [-0.163, -0.035, 0.063], [-0.623, 0.083, -0.495], [0.024, -1.614, -0.305], [-0.283, 0.684, 0.206], [-0.684, 1.278, -0.335], [0.351, 0.660, -0.161], [0.034, -0.522, -0.222], [0.463, 1.276, 0.431], [-0.756, -0.351, -0.697], [0.417, 0.574, 0.433], [0.421, -2.005, 0.633]],
  "nbo_charge": [-0.626, -0.466, -0.099, 0.220, 0.220, 0.207, 0.213, 0.203, 0.129, -0.766, 0.196, -0.761, 0.217, 0.226, 0.221, 0.229, 0.225, 0.212],
  "total_charge": 0,
  "de_lowest_kcal_mol": 27.29,
  "gap_ha": 0.3379,
  "molar_mass_g_mol": 124.3
}

{
  "formula": "C4H12S2",
  "method": "the ωB97M-V functional and the def2-TZVPD basis",
  "elements": ["C", "S", "C", "H", "H", "H", "H", "H", "H", "C", "S", "C", "H", "H", "H", "H", "H", "H"],
  "coordinates": [[-0.69526, -0.06839, 2.15282], [0.77986, -0.14505, 3.23386], [0.30603, -1.68744, 4.20379], [-1.53313, 0.21612, 2.81133], [-0.93011, -1.03877, 1.68397], [-0.59787, 0.69139, 1.35919], [0.19512, -2.61208, 3.61273], [-0.63992, -1.49551, 4.73759], [1.10551, -1.83957, 4.94829], [0.19334, 1.74485, -4.26237], [-0.92625, 0.59756, -3.43843], [0.16101, 0.03418, -2.13833], [0.97840, 1.22161, -4.83378], [0.67007, 2.30181, -3.43828], [-0.30714, 2.46551, -4.93079], [-0.35952, -0.60894, -1.40891], [0.72288, 0.80731, -1.58772], [0.87704, -0.58461, -2.70491]],
  "forces_ev_per_angstrom": [[-0.460, 0.028, 0.394], [-0.526, -1.382, -0.031], [0.086, 0.718, 0.049], [0.140, -0.105, -0.486], [0.294, 0.349, 0.212], [0.224, -0.286, 0.477], [0.184, 0.617, -0.087], [0.400, -0.046, -0.204], [-0.345, 0.109, -0.343], [0.777, 0.265, 0.279], [-1.040, 0.526, -0.137], [1.022, -0.795, -0.173], [-0.314, 0.152, 0.207], [-0.032, 0.041, -0.542], [-0.082, -0.530, 0.411], [0.013, 0.334, -0.493], [-0.455, -0.037, -0.332], [0.115, 0.042, 0.798]],
  "nbo_charge": [-0.744, 0.155, -0.722, 0.213, 0.214, 0.231, 0.214, 0.211, 0.228, -0.754, 0.192, -0.764, 0.210, 0.214, 0.237, 0.235, 0.215, 0.214],
  "total_charge": 0,
  "de_lowest_kcal_mol": 15.01,
  "gap_ha": 0.3428,
  "molar_mass_g_mol": 124.3
}

{
  "formula": "C4H12S2",
  "method": "the ωB97M-V functional and the def2-TZVPD basis",
  "elements": ["C", "C", "C", "H", "H", "H", "H", "H", "H", "H", "H", "C", "S", "S", "H", "H", "H", "H"],
  "coordinates": [[2.49138, 1.41192, 0.40403], [2.39753, -0.08471, 0.52844], [2.45591, -0.56661, 1.97292], [1.58695, 1.81247, 0.86021], [2.41658, 1.74618, -0.63017], [3.32159, 1.84573, 0.95034], [3.15582, -0.63466, -0.03951], [1.49184, -0.40258, 0.00876], [1.47654, -0.45527, 2.44032], [2.69087, -1.62873, 2.07463], [3.19295, 0.00966, 2.52774], [-2.10170, 1.47095, -1.17560], [-1.05797, 0.38355, -0.14293], [-1.69783, -1.50187, -0.69307], [-2.47899, 2.33545, -0.64577], [-2.95731, 0.90666, -1.54886], [-1.47935, 1.74331, -2.02288], [-0.55688, -1.88826, -1.28542]],
  "forces_ev_per_angstrom": [[-0.864, 0.171, 0.044], [0.457, -1.062, -0.511], [-0.588, -0.186, -0.045], [-0.112, 0.214, 0.249], [0.490, 0.034, -0.056], [0.346, 0.050, -0.230], [0.395, 0.448, 0.011], [-0.213, -0.057, 0.364], [0.036, 0.267, 0.215], [0.146, 0.081, -0.186], [0.039, -0.015, 0.153], [0.236, -0.700, -0.646], [-0.605, 0.136, 0.343], [0.193, 0.139, 0.166], [0.240, 0.106, 0.310], [0.098, -0.010, 0.116], [-0.213, 0.367, -0.119], [-0.082, 0.016, -0.178]],
  "nbo_charge": [-0.606, -0.401, -0.608, 0.199, 0.209, 0.203, 0.189, 0.199, 0.204, 0.208, 0.200, -0.741, 0.068, -0.132, 0.229, 0.234, 0.218, 0.129],
  "total_charge": 0,
  "de_lowest_kcal_mol": 6.08,
  "gap_ha": 0.3440,
  "molar_mass_g_mol": 124.3
}